(1)
This record from the OMol25 dataset describes one molecule with the formula C4H8S in a non-equilibrium geometry. The level of theory is ωB97M-V/def2-TZVPD.

For the highest occupied orbital energy, the calculation gives -0.3149 Ha. As for the SMILES: CC1CSC1. The HOMO-LUMO gap is 0.35028 Ha. The net charge is 0. As for the energy above the lowest of the compared OMol25 structures with the same formula, charge and spin: 83.9 kJ/mol.

Geometry (Å):
1 C 1.395 -0.043 -0.434
2 C 0.150 -0.043 0.463
3 C -0.747 1.250 0.200
4 S -2.236 0.037 -0.302
5 C -0.918 -1.155 0.198
6 H 1.882 -1.035 -0.677
7 H 1.015 0.265 -1.516
8 H 2.213 0.699 -0.098
9 H 0.531 -0.006 1.453
10 H -0.999 1.771 1.091
11 H -0.444 1.832 -0.799
12 H -0.638 -1.838 -0.684
13 H -1.203 -1.734 1.105

***

(2)
This record from the OMol25 dataset describes C36H51N5O4PdSTe as an isolated structure. The level of theory is ωB97M-V/def2-TZVPD.

For the highest occupied orbital energy (spin up / spin down), the calculation gives -0.1016 / -0.1141 Ha. The HOMO-LUMO gap (spin up / spin down) is 0.19053 / 0.20304 Ha. The net charge is -1. As for the spin multiplicity: 2.

Geometry (Å):
1 Pd -0.720 0.503 0.660
2 C 4.122 -0.171 3.751
3 N 3.922 0.666 2.571
4 C 4.984 0.692 1.581
5 C 2.679 1.122 2.208
6 O 2.456 1.609 1.121
7 C 1.618 0.936 3.291
8 O 0.350 1.501 3.022
9 C 0.244 2.890 3.168
10 C -0.017 3.626 1.845
11 O -0.056 3.074 0.770
12 N -0.232 4.980 1.972
13 C -0.366 5.652 3.249
14 C -0.706 5.720 0.813
15 H 5.076 -0.683 3.650
16 H 3.343 -0.930 3.846
17 H 4.152 0.416 4.673
18 H 5.127 -0.292 1.122
19 H 5.918 1.007 2.050
20 H 4.713 1.397 0.801
21 H 2.015 1.308 4.241
22 H 1.408 -0.132 3.383
23 H 1.138 3.306 3.642
24 H -0.611 3.087 3.823
25 H 0.333 5.261 3.985
26 H -1.380 5.572 3.658
27 H -0.141 6.709 3.110
28 H -0.683 5.059 -0.048
29 H -0.067 6.588 0.629
30 H -1.734 6.061 0.968
31 C -3.360 2.203 -3.424
32 N -4.064 2.437 -2.164
33 C -4.236 3.856 -1.908
34 C -3.672 1.623 -1.090
35 S -3.020 2.248 0.319
36 N -3.839 0.304 -1.296
37 C -3.291 -0.672 -0.364
38 C -4.708 -0.241 -2.328
39 H -2.452 2.818 -3.479
40 H -4.004 2.462 -4.269
41 H -3.065 1.162 -3.511
42 H -4.788 4.285 -2.749
43 H -3.276 4.378 -1.807
44 H -4.797 4.004 -0.990
45 H -2.266 -0.373 -0.048
46 H -3.229 -1.642 -0.856
47 H -3.901 -0.743 0.540
48 H -5.276 0.550 -2.804
49 H -5.403 -0.942 -1.862
50 H -4.129 -0.787 -3.078
51 C 5.128 -4.673 -4.443
52 C 4.283 -3.981 -3.401
53 C 4.244 -2.599 -3.301
54 C 3.456 -1.955 -2.343
55 C 3.515 -0.440 -2.298
56 C 2.657 -2.693 -1.456
57 Te 1.094 -1.648 0.083
58 N -0.741 -1.829 1.150
59 C -0.469 -1.767 2.462
60 O 0.626 -1.969 3.056
61 C -1.661 -1.396 3.325
62 C -2.304 -0.178 3.110
63 C -3.391 0.193 3.889
64 C -3.848 -0.655 4.895
65 C -3.210 -1.870 5.113
66 C -2.115 -2.234 4.335
67 C -0.101 -1.740 -1.687
68 C -0.611 -2.983 -2.052
69 C -1.363 -3.147 -3.208
70 C -1.589 -2.051 -4.029
71 C -1.097 -0.805 -3.662
72 C -0.375 -0.613 -2.481
73 C 0.041 0.783 -2.089
74 C 2.729 -4.097 -1.534
75 C 1.957 -5.011 -0.596
76 C 3.525 -4.715 -2.497
77 H 5.651 -3.946 -5.067
78 H 4.514 -5.299 -5.096
79 H 5.877 -5.320 -3.980
80 H 4.847 -2.000 -3.983
81 H 4.548 -0.089 -2.375
82 H 3.094 -0.056 -1.368
83 H 2.956 -0.003 -3.132
84 H -1.916 0.465 2.301
85 H -3.886 1.140 3.703
86 H -4.696 -0.369 5.509
87 H -3.568 -2.536 5.889
88 H -1.609 -3.178 4.508
89 H -0.417 -3.838 -1.414
90 H -1.754 -4.122 -3.473
91 H -2.146 -2.163 -4.953
92 H -1.267 0.047 -4.314
93 H -0.358 1.528 -2.781
94 H 1.122 0.894 -2.034
95 H -0.322 1.021 -1.047
96 H 1.460 -4.449 0.190
97 H 2.627 -5.736 -0.127
98 H 1.195 -5.578 -1.142
99 H 3.555 -5.803 -2.543

***

(3)
This record from the OMol25 dataset describes a 6-piece molecular cluster, C6H27N2O5 overall in a non-equilibrium geometry. The level of theory is ωB97M-V/def2-TZVPD.

For the highest occupied orbital energy, the calculation gives -0.4570 Ha. The HOMO-LUMO gap is 0.36945 Ha. The net charge is +1. As for the energy above the lowest of the compared OMol25 structures with the same formula, charge and spin: 237.4 kJ/mol.

Geometry (Å):
1 C 1.453 -1.396 -0.670
2 N -0.074 -1.214 -0.852
3 C -0.667 -2.234 -1.695
4 C -2.139 -2.019 -2.054
5 C -2.994 -2.456 -0.798
6 C 1.893 -0.962 0.703
7 N 1.995 0.570 0.896
8 C 3.343 1.090 1.288
9 H 1.663 -2.492 -0.843
10 H 2.094 -0.641 -1.393
11 H -0.054 -0.282 -1.440
12 H -0.045 -2.280 -2.609
13 H -0.489 -3.237 -1.181
14 H -2.319 -2.628 -2.930
15 H -2.386 -0.987 -2.428
16 H -2.650 -1.783 0.036
17 H -4.024 -2.199 -1.036
18 H -2.696 -3.477 -0.497
19 H 1.158 -1.391 1.457
20 H 2.918 -1.421 1.043
21 H 1.364 1.118 0.267
22 H 1.635 0.755 1.850
23 H 3.966 1.181 0.323
24 H 3.764 0.454 2.109
25 H 3.386 2.099 1.650
26 H -0.904 -0.466 1.274
27 H -1.981 -0.927 2.402
28 O -1.434 -0.244 2.032
29 H -2.223 3.215 1.293
30 H -1.988 1.761 1.169
31 O -1.886 2.617 0.733
32 H 0.107 1.120 -3.881
33 H -1.244 1.273 -3.239
34 O -0.324 1.125 -3.025
35 H 0.137 2.250 -1.372
36 H -0.061 2.832 -0.005
37 O 0.621 2.544 -0.596
38 H 0.756 1.836 3.686
39 H -0.187 0.679 3.384
40 O 0.714 0.958 3.351

***

(4)
This record from the OMol25 dataset describes an isolated ion of composition C3H2ClO2S and charge -1 in a non-equilibrium geometry. The level of theory is ωB97M-V/def2-TZVPD.

For the highest occupied orbital energy, the calculation gives -0.1383 Ha. As for the SMILES: O=C([O-])S/C=C/Cl. The HOMO-LUMO gap is 0.26431 Ha. The net charge is -1. As for the energy above the lowest of the compared OMol25 structures with the same formula, charge and spin: 0.0 kJ/mol.

Geometry (Å):
1 O -1.550 0.908 1.054
2 C -1.044 -0.033 1.615
3 O -0.706 -0.304 2.754
4 S -0.777 -1.459 0.130
5 C 0.155 -0.646 -0.975
6 C 0.976 0.420 -0.735
7 Cl 1.784 1.139 -2.039
8 H 0.380 -1.153 -1.866
9 H 0.782 1.128 0.061

***

(5)
This record from the OMol25 dataset describes one molecule with the formula C21H26N2O2. The level of theory is ωB97M-V/def2-TZVPD.

For the highest occupied orbital energy, the calculation gives -0.3279 Ha. As for the SMILES: C#CCN(CC=C)C(=O)[C@H]1CCC(=O)N(CCCc2ccccc2)C1. The HOMO-LUMO gap is 0.35123 Ha. The net charge is 0. As for the energy above the lowest of the compared OMol25 structures with the same formula, charge and spin: 341.7 kJ/mol.

Geometry (Å):
1 C -0.640 -2.608 0.352
2 C -1.395 -1.999 -0.349
3 C -2.316 -1.215 -1.159
4 N -3.103 -0.292 -0.361
5 C -4.462 -0.711 -0.057
6 C -4.481 -1.998 0.708
7 C -5.179 -3.060 0.352
8 C -2.618 0.836 0.210
9 O -3.318 1.556 0.897
10 C -1.163 1.184 -0.095
11 C -1.067 1.918 -1.453
12 C -0.613 3.369 -1.275
13 C 0.688 3.402 -0.498
14 O 1.693 3.969 -0.882
15 N 0.614 2.708 0.659
16 C 1.784 2.518 1.485
17 C 2.353 1.101 1.371
18 C 2.871 0.808 -0.041
19 C 3.358 -0.608 -0.139
20 C 2.524 -1.616 -0.605
21 C 2.960 -2.928 -0.657
22 C 4.239 -3.252 -0.241
23 C 5.080 -2.255 0.226
24 C 4.641 -0.945 0.276
25 C -0.631 2.086 1.030
26 H 0.032 -3.153 0.946
27 H -1.757 -0.673 -1.929
28 H -3.010 -1.898 -1.659
29 H -5.033 -0.805 -0.988
30 H -4.898 0.090 0.549
31 H -3.863 -2.009 1.595
32 H -5.175 -3.965 0.934
33 H -5.799 -3.063 -0.530
34 H -0.563 0.272 -0.114
35 H -2.036 1.911 -1.958
36 H -0.349 1.410 -2.101
37 H -1.375 3.934 -0.734
38 H -0.455 3.842 -2.244
39 H 1.525 2.736 2.526
40 H 2.526 3.243 1.142
41 H 3.168 0.992 2.088
42 H 1.583 0.370 1.631
43 H 2.068 0.975 -0.760
44 H 3.678 1.504 -0.275
45 H 1.522 -1.374 -0.933
46 H 2.298 -3.698 -1.028
47 H 4.582 -4.276 -0.283
48 H 6.081 -2.501 0.549
49 H 5.302 -0.169 0.637
50 H -0.479 1.495 1.934
51 H -1.392 2.844 1.254